This record from OMol25 describes C36H39ClP2Pd as an isolated structure in a non-equilibrium geometry. The level of theory is ωB97M-V/def2-TZVPD.

Atoms and positions in Å:
H -2.620 1.067 -2.259
H 3.507 6.505 -6.777
P -1.212 5.698 -6.182
C 4.294 6.067 -10.084
C -0.823 -1.722 -3.554
C -1.819 7.125 -7.305
C 1.965 2.803 -6.140
C 0.362 -1.495 -2.637
H -2.585 -2.367 -0.021
C -1.269 8.791 -9.030
H -0.636 -3.749 -1.084
C -3.065 7.766 -7.173
H -5.426 3.270 -4.976
H 1.980 3.614 -9.588
C -2.451 9.500 -8.777
H -3.822 7.333 -6.508
H -0.418 -2.741 0.387
C -2.240 0.031 -2.221
C 0.061 3.921 -7.741
C -2.735 5.343 -5.228
H -0.004 2.326 -5.156
H -2.709 -0.834 -4.118
C 1.614 1.027 -4.526
C 3.492 6.072 -7.783
H 1.020 0.697 -3.681
H 4.970 7.444 -8.574
C 2.625 4.987 -8.041
C -3.961 5.743 -3.164
H 3.272 -0.333 -4.251
C -3.368 8.948 -7.875
C 2.843 0.463 -4.860
C -1.176 4.411 -7.436
H 3.394 4.584 -11.360
H -1.461 3.439 -1.846
H -3.998 6.216 -2.179
H -0.574 9.166 -9.784
H -2.147 6.779 -3.728
C -0.972 7.614 -8.326
C -4.834 4.693 -3.468
C 2.628 4.457 -9.341
H 1.002 2.390 -2.231
H -2.468 -2.618 -1.760
H 1.045 4.264 -1.720
C 3.051 2.086 -6.661
H -3.559 3.828 -6.519
H -0.508 4.963 -1.513
Pd -0.292 3.858 -4.056
H -1.361 0.286 -4.153
C -3.664 4.355 -5.571
H 1.211 -0.997 -3.122
H -2.661 10.445 -9.279
H -0.060 7.056 -8.569
H -4.327 9.446 -7.717
H -1.383 -2.595 -3.200
H -0.536 -1.952 -4.590
H 4.918 6.492 -10.872
C -0.593 -2.712 -0.703
H -2.134 -0.078 -0.081
C 1.121 2.130 -5.230
H -2.063 5.059 -2.270
Cl 2.854 3.605 -2.925
C 1.150 3.455 -2.479
C 0.498 -1.934 -1.375
H -5.601 4.399 -2.746
C -2.005 -2.085 -0.914
H 0.316 3.208 -8.536
C 3.437 4.997 -10.350
C 4.312 6.599 -8.787
H 3.517 2.415 -7.597
C -1.802 -0.539 -3.569
C -1.161 4.436 -2.207
H 4.356 0.363 -6.417
C -2.083 -0.579 -1.058
C 3.495 0.915 -6.020
P 1.427 4.466 -6.681
C -4.701 4.035 -4.691
C -2.923 6.075 -4.045
H 1.440 -1.841 -0.822
H -2.114 4.148 -7.940

Results
LUMO (spin up / spin down)   0.388 / -1.557 eV
Energy above the lowest of the compared OMol25 structures with the same formula, charge and spin   0.0 kcal/mol
Electronic energy   -2665.6653 hartree
M   675.5 g/mol
Spin multiplicity   3
HOMO-LUMO gap (spin up / spin down)   6.21 / 6.21 eV
HOMO energy (spin up / spin down)   -0.214 / -0.286 hartree

Löwdin population analysis, charges in e, atoms 1 to 6: 0.097 0.101 0.953 -0.088 -0.183 -0.321